Computed, not measured: a structure of composition C31H49BInN6S3, with ωB97M-V/def2-TZVPD.

Relative energy (zero: lowest compared OMol25 entry of this formula, charge and spin) in eV: 0.740
Total energy in eV: -80239.398
Spin multiplicity: 1
Net charge: +1

Each line ends with the Mulliken charge.
Geometry (Å):
In1 1.0300 -0.1867 -0.6887  0.399
C1 -4.5461 -2.2242 -3.6297  -1.624
C2 -3.6497 -1.0048 -3.4332  1.252
C3 -2.3765 -1.1584 -4.2540  -2.061
C4 -4.3545 0.2802 -3.8789  -1.632
N1 -3.3898 -0.8783 -1.9521  0.667
C5 -4.4063 -0.4435 -1.1157  -0.550
C6 -3.9127 -0.3778 0.1339  -1.084
N2 -2.6062 -0.8048 0.0869  0.351
B1 -1.4823 -0.6102 1.1067  2.165
N3 -1.5260 0.6818 1.9133  0.362
C7 -1.9682 0.9004 3.1982  -1.168
C8 -1.5554 2.1270 3.5702  -0.387
N4 -0.8309 2.6626 2.5178  0.508
C9 -0.8306 1.7680 1.5041  -0.059
S1 -0.1426 2.0221 -0.0745  -0.057
C10 -0.1395 3.9992 2.5571  1.370
C11 -0.3654 4.6223 3.9314  -2.319
C12 -0.7458 4.9104 1.4940  -1.532
C13 1.3607 3.7874 2.3595  -1.328
N5 -1.0966 -1.8658 1.8901  0.544
C14 -1.8817 -2.9402 2.2404  -1.104
C15 -1.0614 -3.9419 2.6149  -0.340
N6 0.2406 -3.4916 2.4735  0.395
C16 0.2030 -2.2225 2.0162  0.097
S2 1.5456 -1.1620 1.7041  -0.213
C17 1.4651 -4.3290 2.7176  1.243
C18 1.0258 -5.7158 3.1774  -2.189
C19 2.2415 -4.4626 1.4084  -1.494
C20 2.2978 -3.6821 3.8203  -1.522
C21 -2.2915 -1.1034 -1.1995  0.354
S3 -0.7702 -1.7879 -1.6938  -0.456
H1 -4.7988 -2.3220 -4.6853  0.432
H2 -5.4761 -2.1357 -3.0677  0.387
H3 -4.0326 -3.1325 -3.3136  0.356
H4 -2.6779 -1.1335 -5.3012  0.588
H5 -1.8663 -2.0980 -4.0674  0.451
H6 -1.6762 -0.3425 -4.0778  0.381
H7 -4.4153 0.2869 -4.9659  0.480
H8 -3.7933 1.1598 -3.5624  0.348
H9 -5.3717 0.3575 -3.4986  0.422
H10 -5.3897 -0.2214 -1.4809  0.565
H11 -4.3835 -0.0661 1.0489  0.646
H12 -0.5809 -0.4250 0.4205  -2.411
H13 -2.5156 0.1580 3.7504  0.643
H14 -1.7029 2.6485 4.4942  0.548
H15 -1.4186 4.8292 4.1232  0.494
H16 0.1638 5.5734 3.9535  0.470
H17 0.0355 4.0024 4.7338  0.494
H18 -1.8147 5.0427 1.6668  0.393
H19 -0.5970 4.5189 0.4907  0.255
H20 -0.2673 5.8881 1.5529  0.477
H21 1.7412 3.0611 3.0799  0.372
H22 1.8697 4.7363 2.5295  0.531
H23 1.5993 3.4415 1.3580  0.069
H24 -2.9551 -2.9070 2.1938  0.632
H25 -1.2990 -4.9234 2.9731  0.535
H26 0.4431 -6.2366 2.4171  0.477
H27 0.4595 -5.6801 4.1083  0.489
H28 1.9247 -6.3011 3.3627  0.461
H29 1.5814 -4.7953 0.6054  0.380
H30 3.0237 -5.2102 1.5384  0.497
H31 2.7059 -3.5241 1.1165  0.229
H32 1.7235 -3.6157 4.7452  0.390
H33 2.6366 -2.6874 3.5419  0.294
H34 3.1748 -4.3018 4.0074  0.484
C22 1.9640 1.9236 -2.7711  0.472
C23 2.1133 0.5521 -2.8453  0.343
C24 2.9609 0.1365 -1.6981  2.151
C25 3.3339 1.3656 -1.0165  -0.256
C26 2.7433 2.4210 -1.6758  0.764
C27 2.8151 3.8739 -1.3223  -1.532
C28 4.2443 1.4008 0.1722  -1.697
C29 3.8257 -1.1029 -1.7086  -1.750
C30 1.7006 -0.3675 -3.9568  -1.398
C31 1.1241 2.7910 -3.6556  -1.866
H35 3.1833 4.4633 -2.1647  0.447
H36 3.4800 4.0570 -0.4796  0.365
H37 1.8287 4.2701 -1.0642  0.149
H38 5.2840 1.2245 -0.1154  0.325
H39 3.9842 0.6333 0.9066  0.174
H40 4.2043 2.3630 0.6812  0.399
H41 4.7488 -0.9173 -2.2650  0.355
H42 3.3258 -1.9486 -2.1835  0.385
H43 4.1110 -1.4045 -0.6992  0.390
H44 2.4996 -0.4629 -4.6966  0.276
H45 0.8157 0.0016 -4.4746  0.332
H46 1.4680 -1.3743 -3.6049  0.294
H47 1.7227 3.5816 -4.1126  0.378
H48 0.3244 3.2840 -3.0948  0.227
H49 0.6639 2.2220 -4.4623  0.425

=====

Computed, not measured: a structure of composition C33H29NO7P2RuS4 at a distorted geometry, with ωB97M-V/def2-TZVPD.

Relative energy (zero: lowest compared OMol25 entry of this formula, charge and spin) in eV: 3.008
Total energy in eV: -115017.638
Spin multiplicity: 2
Net charge: -1

Each line ends with the Löwdin spin population.
Geometry (Å):
Ru1 0.3519 0.4384 -1.6166  1.046
S1 1.2459 2.8758 0.3606  -0.012
P1 0.0713 1.5079 1.1305  -0.005
C1 0.2272 -0.0896 0.4365  -0.061
P2 1.7866 -0.8471 0.5750  -0.007
S2 2.9048 -0.2784 -0.9462  -0.045
C2 1.5017 -2.6509 0.6905  0.001
C3 0.2810 -3.1648 1.1089  -0.001
C4 0.1140 -4.5393 1.2492  0.000
C5 1.1663 -5.4025 0.9721  0.000
C6 2.3884 -4.8893 0.5517  0.000
C7 2.5519 -3.5195 0.4113  -0.001
C8 2.5751 -0.5719 2.1974  0.003
C9 2.3139 -1.3653 3.3124  0.000
C10 2.8852 -1.0574 4.5397  0.000
C11 3.7227 0.0429 4.6612  0.000
C12 3.9993 0.8288 3.5518  0.000
C13 3.4255 0.5263 2.3257  0.000
C14 0.1990 1.5307 2.9719  -0.003
C15 -0.5032 0.5825 3.7188  -0.002
C16 -0.5256 0.6475 5.1033  0.000
C17 0.1508 1.6704 5.7596  0.000
C18 0.8525 2.6139 5.0239  0.000
C19 0.8824 2.5392 3.6343  0.000
C20 -1.7085 1.9160 1.0377  0.000
C21 -2.1030 3.2275 1.2764  0.000
C22 -3.4490 3.5622 1.2926  0.000
C23 -4.4111 2.5832 1.0791  0.000
C24 -4.0211 1.2716 0.8445  0.000
C25 -2.6727 0.9391 0.8218  0.000
H1 -0.5388 -2.4803 1.2943  0.000
H2 -0.8415 -4.9349 1.5725  0.000
H3 1.0327 -6.4731 1.0715  0.000
H4 3.2118 -5.5583 0.3308  0.000
H5 3.4945 -3.1123 0.0621  -0.001
H6 1.6720 -2.2324 3.2261  0.000
H7 2.6746 -1.6779 5.4023  0.000
H8 4.1524 0.2927 5.6239  0.000
H9 4.6523 1.6883 3.6428  0.000
H10 3.6297 1.1357 1.4539  0.000
H11 -1.0495 -0.2010 3.2031  -0.001
H12 -1.0742 -0.0939 5.6719  0.000
H13 0.1358 1.7249 6.8418  0.000
H14 1.3842 3.4105 5.5314  0.000
H15 1.4266 3.2692 3.0454  0.000
H16 -1.3457 3.9901 1.4197  0.000
H17 -3.7474 4.5893 1.4630  0.000
H18 -5.4625 2.8454 1.0823  0.000
H19 -4.7682 0.5078 0.6637  0.000
H20 -2.3528 -0.0740 0.6085  0.001
O1 -1.6870 3.9197 -2.3798  0.001
S3 -1.1268 2.6351 -2.6684  0.004
O2 0.3403 2.5110 -2.5395  0.024
O3 -1.7015 1.5070 -1.9052  -0.010
C26 -1.4152 2.3785 -4.4259  0.000
C27 -2.1349 3.3722 -5.0745  0.000
C28 -2.2947 3.3450 -6.4538  0.000
C29 -1.7184 2.3329 -7.1973  0.000
C30 -1.0094 1.3220 -6.5632  0.000
C31 -0.8565 1.3291 -5.1845  0.000
S4 -0.0678 -0.1088 -4.4746  0.005
O4 1.1878 0.3020 -3.8317  0.018
O5 0.0780 -1.0505 -5.5550  0.007
O6 -1.0157 -0.5245 -3.4260  0.048
H21 -2.5468 4.1734 -4.4772  0.000
H22 -2.8657 4.1248 -6.9432  0.000
H23 -1.8247 2.3185 -8.2751  0.000
H24 -0.5812 0.5007 -7.1201  0.000
C32 0.6452 -4.2829 -2.7671  -0.001
C33 -0.0025 -3.0204 -2.2642  -0.001
N1 -1.3588 -3.0078 -2.2347  -0.001
O7 0.6765 -2.0904 -1.8541  -0.009
H25 0.3117 -5.1357 -2.1724  0.000
H26 1.7232 -4.1800 -2.6875  0.000
H27 0.3711 -4.4491 -3.8113  0.000
H28 -1.8435 -3.6798 -2.8050  0.000
H29 -1.7716 -2.0856 -2.1952  0.000

=====

Computed, not measured: a cluster of 2 separate species, C15H18BrClFIO6S in total at a distorted geometry, with ωB97M-V/def2-TZVPD.

Structure (SMILES): CC[C@H](Cl)[C@@]1(Br)OS(=O)(=O)O[C@]1(I)CCCC(=O)O.Fc1ccccc1
Relative energy (zero: lowest compared OMol25 entry of this formula, charge and spin) in eV: 0.000
Total energy in eV: -132349.139
Spin multiplicity: 1

Each line ends with the Mulliken charge.
Geometry (Å):
C1 -5.3179 -1.1374 -0.7687  -1.177
C2 -4.3875 -0.1134 -1.4505  -0.693
C3 -3.1350 0.2666 -0.6473  0.960
Cl1 -2.8320 2.0109 -0.8968  -0.132
C4 -1.8714 -0.5330 -0.9577  -0.559
Br1 -2.3903 -2.4712 -1.0433  0.051
O1 -1.2720 -0.2346 -2.1964  -0.308
S1 0.1701 -0.9657 -2.3025  1.231
O2 1.1329 -0.0112 -2.7136  -0.473
O3 0.0801 -2.1742 -3.0325  -0.581
O4 0.2829 -1.2922 -0.7305  -0.298
C5 -0.6632 -0.4918 0.0182  -0.256
I1 0.3524 1.4603 0.1095  0.317
C6 -0.9123 -1.0994 1.3923  -0.538
C7 -0.2907 -0.4341 2.6258  -1.127
C8 -0.5773 -1.2835 3.8877  -0.701
C9 -1.8890 -1.0186 4.5929  0.516
O5 -2.1257 -1.4774 5.6628  -0.532
O6 -2.7874 -0.1878 4.0111  -0.504
H1 -6.1836 -0.6511 -0.3250  0.361
H2 -5.6783 -1.8430 -1.5144  0.292
H3 -4.8121 -1.7164 -0.0040  0.354
H4 -4.1301 -0.4247 -2.4604  0.340
H5 -4.9634 0.8021 -1.5547  0.474
H6 -3.3507 0.1329 0.4103  -0.079
H7 -0.4987 -2.1078 1.3559  0.332
H8 -1.9874 -1.2325 1.5259  0.575
H9 -0.6775 0.5664 2.7935  0.571
H10 0.7868 -0.4329 2.4890  0.577
H11 -0.5253 -2.3354 3.6114  0.338
H12 0.1848 -1.0580 4.6296  0.374
H13 -2.7542 -0.2622 3.0511  0.346
F1 4.3746 3.6820 0.0885  -0.318
C10 4.8170 2.7426 -0.7765  0.398
C11 6.1730 2.5048 -0.8658  -0.513
C12 6.6180 1.5355 -1.7528  -0.268
C13 5.7107 0.8317 -2.5331  -0.598
C14 4.3509 1.0922 -2.4262  -0.403
C15 3.8944 2.0544 -1.5373  -0.433
H14 6.8607 3.0703 -0.2517  0.417
H15 7.6770 1.3304 -1.8335  0.359
H16 6.0633 0.0790 -3.2252  0.382
H17 3.6419 0.5486 -3.0329  0.469
H18 2.8412 2.2793 -1.4220  0.457

=====

Computed, not measured: a structure of composition C38H45BrN8O3SSeTa at a distorted geometry, with ωB97M-V/def2-TZVPD.

Relative energy (zero: lowest compared OMol25 entry of this formula, charge and spin) in eV: 1.096
Total energy in eV: -205962.318
Spin multiplicity: 2
Net charge: +2

Each line ends with the Löwdin spin population.
Geometry (Å):
Ta1 0.0575 -0.7731 0.0363  0.735
C1 1.0080 0.2408 3.7355  0.002
C2 2.3509 0.1608 3.0717  0.001
C3 3.4861 -0.1056 3.8219  0.000
C4 4.7363 -0.1510 3.2285  0.001
C5 4.8579 0.0679 1.8709  0.000
C6 3.7451 0.3385 1.0846  0.001
C7 3.9454 0.6660 -0.3618  0.000
C8 2.4859 0.3741 1.6889  0.001
N1 1.2882 0.6536 0.9615  0.002
C9 0.7593 1.8891 1.2250  0.007
O1 1.3830 2.8966 1.4878  0.028
C10 -0.7375 1.8395 1.2185  0.025
C11 -1.5873 2.8384 1.6668  -0.006
C12 -2.9426 2.5479 1.7880  0.031
C13 -3.3991 1.2568 1.5186  -0.007
C14 -2.4866 0.3086 1.0921  0.027
N2 -1.1929 0.6127 0.9174  -0.003
C15 -2.7560 -1.1574 0.9136  0.004
O2 -3.8719 -1.6215 0.9651  0.028
N3 -1.5882 -1.8624 0.7215  0.000
C16 -1.6022 -3.1821 1.2510  0.000
C17 -1.8736 -3.3259 2.6264  -0.001
C18 -2.1796 -2.1544 3.5099  0.000
C19 -1.8671 -4.5928 3.1893  0.000
C20 -1.6171 -5.7142 2.4200  -0.001
C21 -1.3538 -5.5669 1.0738  0.000
C22 -1.3274 -4.3139 0.4703  -0.001
C23 -1.0543 -4.2736 -1.0047  0.001
H1 1.0596 -0.1517 4.7471  0.000
H2 0.6764 1.2778 3.7985  0.001
H3 0.2586 -0.3220 3.1775  0.001
H4 3.3903 -0.2526 4.8867  0.000
H5 5.6165 -0.3348 3.8248  0.000
H6 5.8322 0.0613 1.4070  0.000
H7 4.9018 0.2777 -0.7028  0.000
H8 3.1474 0.2596 -0.9754  0.000
H9 3.9646 1.7484 -0.4844  0.000
H10 -1.1714 3.8019 1.9201  -0.001
H11 -3.6308 3.3038 2.1291  0.002
H12 -4.4312 0.9693 1.6436  -0.001
H13 -1.6655 -1.2502 3.1869  0.000
H14 -3.2508 -1.9535 3.5032  0.000
H15 -1.8915 -2.3771 4.5337  0.000
H16 -2.0794 -4.6932 4.2427  0.000
H17 -1.6406 -6.6969 2.8663  0.000
H18 -1.1782 -6.4376 0.4604  0.000
H19 -0.1027 -4.7550 -1.2303  0.000
H20 -1.8292 -4.8335 -1.5266  0.000
H21 -1.0447 -3.2629 -1.4034  0.001
O3 4.9702 -4.7815 2.6028  0.000
C24 3.8682 -4.0998 2.3622  0.001
C25 2.8863 -3.8101 3.3185  0.000
C26 1.7725 -3.0870 2.9438  0.001
N4 1.5661 -2.6578 1.6991  0.005
C27 2.4934 -2.9693 0.8123  0.014
Br1 2.0114 -2.3801 -0.9783  0.014
C28 3.6544 -3.6513 1.0456  0.001
H22 5.0375 -5.1101 3.5119  0.000
H23 3.0045 -4.1523 4.3353  0.000
H24 0.9932 -2.8433 3.6506  0.000
H25 4.3825 -3.8677 0.2838  0.000
S1 -2.1364 -1.2455 -2.4684  0.072
C29 -1.2567 -0.1109 -1.7266  0.007
C30 -2.7837 0.5112 -5.0530  0.000
N5 -3.4610 1.5337 -4.3073  0.000
C31 -4.4988 2.2583 -4.8083  0.000
C32 -4.8554 3.1689 -3.8666  0.000
N6 -4.0374 2.9813 -2.7956  0.000
C33 -4.0632 3.8032 -1.6176  0.000
C34 -3.1995 1.9580 -3.0572  -0.001
Se1 -1.5923 1.7377 -1.9500  -0.007
H26 -2.9771 0.6632 -6.1128  0.000
H27 -3.1384 -0.4791 -4.7642  0.000
H28 -1.7124 0.5715 -4.8661  0.000
H29 -4.9008 2.0833 -5.7848  0.000
H30 -5.6141 3.9244 -3.8956  0.000
H31 -5.0988 3.9897 -1.3398  0.000
H32 -3.5647 4.7544 -1.8169  0.000
H33 -3.5504 3.3015 -0.7985  0.000
C35 0.5560 4.4861 -2.0606  0.000
C36 1.2598 3.3140 -2.7445  0.000
C37 2.7620 3.5908 -2.8365  0.000
C38 0.6705 3.0940 -4.1396  0.000
N7 0.9867 2.1297 -1.8832  0.000
N8 1.3633 0.8466 -2.3841  0.018
H34 0.7214 5.4016 -2.6190  0.000
H35 0.9338 4.6309 -1.0523  0.000
H36 -0.5170 4.3018 -2.0118  0.000
H37 2.9384 4.4323 -3.5003  0.000
H38 3.3105 2.7347 -3.2307  0.000
H39 3.1652 3.8463 -1.8582  0.000
H40 0.6803 4.0303 -4.6887  0.000
H41 -0.3666 2.7672 -4.0611  0.000
H42 1.2401 2.3654 -4.7133  0.000
H43 1.4963 2.2840 -1.0133  0.000
H44 2.2932 0.8689 -2.8133  0.000
H45 0.7125 0.6094 -3.1378  0.000